[1]
Molecular formula: C5H5S2
Method: DFT, wB97M-V/def2-TZVPD

Output
Net charge: -1
HOMO (eV): -3.6
Kohn-Sham gap (Eh): 0.2630
Energy relative to the best compared isomer or geometry (same formula, charge and spin) (kcal per mole): 26.5

Each line ends with the Löwdin charge.
Cartesian coordinates (Å):
C (1.34, 0.51, 1.24)  -0.1901
C (-0.09, 0.67, 1.18)  -0.3615
C (-0.62, 0.04, -0.05)  -0.0945
C (-0.89, -0.46, -1.15)  -0.2004
C (-1.21, -1.15, -2.50)  -1.4719
S (-0.04, -2.28, -2.89)  0.4014
S (-2.63, -0.52, -3.14)  0.3852
H (1.74, 0.91, 2.25)  0.0854
H (1.78, 0.97, 0.32)  0.0895
H (1.66, -0.58, 1.39)  0.1000
H (-0.54, 1.71, 1.16)  0.1137
H (-0.51, 0.16, 2.19)  0.1433



[2]
Molecular formula: C2H3N5O
Method: DFT, wB97M-V/def2-TZVPD

Output
Net charge: 0
HOMO (eV): -10.4
Kohn-Sham gap (Eh): 0.3865
Energy relative to the best compared isomer or geometry (same formula, charge and spin) (kcal per mole): 72.4

Each line ends with the Löwdin charge.
Cartesian coordinates (Å):
O (0.38, 1.74, 0.90)  -0.0722
N (-0.95, 1.34, 1.12)  0.0221
C (-1.21, 0.20, 0.60)  -0.0736
C (-0.29, -0.59, -0.23)  -0.3294
N (-0.67, -1.64, -0.91)  0.0588
N (0.42, -2.10, -1.52)  -0.0459
N (1.45, -1.35, -1.30)  0.0145
N (1.01, -0.38, -0.49)  0.0678
H (0.46, 2.59, 1.34)  0.0983
H (-2.22, -0.20, 0.76)  0.1261
H (1.60, 0.39, -0.27)  0.1336



[3]
Molecular formula: C26H50Br20InNO3
Method: DFT, wB97M-V/def2-TZVPD

Output
Net charge: -2
HOMO (eV): -0.1
Kohn-Sham gap (Eh): 0.0966

Each line ends with the Löwdin charge.
Cartesian coordinates (Å):
C (3.95, 3.77, 3.19)  -0.2019
C (2.87, 3.36, 2.36)  -0.2879
In (1.77, 1.40, 2.40)  0.6073
C (-0.47, 1.61, 2.78)  -0.8099
O (-0.91, 1.17, 3.87)  -0.1941
O (-1.25, 2.13, 1.93)  -0.4038
N (2.60, -0.06, 3.76)  -0.1742
C (3.14, 0.54, 4.99)  -0.1784
C (3.57, -0.76, 3.04)  -0.6267
C (4.74, -0.03, 2.35)  -0.0954
O (3.44, -1.98, 2.94)  -0.0596
H (3.80, 4.14, 4.21)  0.0131
H (4.97, 3.74, 2.78)  0.0084
H (2.53, 4.09, 1.58)  -0.0322
H (1.94, 0.68, 0.74)  -0.0521
H (2.38, 0.69, 5.77)  0.0702
H (3.89, -0.16, 5.42)  0.0726
H (3.68, 1.50, 4.83)  0.0458
H (5.72, -0.40, 2.69)  0.0256
H (4.71, -0.21, 1.26)  -0.0294
H (4.64, 1.05, 2.54)  0.0396
Br (3.34, -4.44, -2.81)  0.5911
C (3.45, -4.25, -0.87)  -0.7148
C (3.14, -2.85, -0.43)  -0.6371
Br (4.64, -1.66, -0.76)  0.6435
H (4.45, -4.58, -0.58)  0.0277
H (2.71, -4.95, -0.48)  -0.0037
H (2.99, -2.81, 0.65)  0.0512
H (2.28, -2.42, -0.93)  0.0595
Br (0.01, 5.98, -2.27)  0.5617
C (-0.94, 4.28, -2.05)  -0.8052
C (-1.46, 4.13, -0.64)  -0.6770
Br (-0.07, 3.66, 0.60)  0.8304
H (-0.25, 3.50, -2.33)  0.0079
H (-1.75, 4.33, -2.77)  -0.0819
H (-2.17, 3.31, -0.59)  -0.0255
H (-1.93, 5.04, -0.27)  0.0535
Br (-3.58, 4.58, -5.14)  0.4900
C (-4.58, 2.84, -5.00)  -0.7348
C (-5.07, 2.67, -3.57)  -0.6314
Br (-3.66, 2.14, -2.31)  0.7133
H (-3.91, 2.04, -5.32)  -0.0015
H (-5.41, 2.89, -5.68)  -0.0161
H (-5.79, 1.85, -3.53)  0.0557
H (-5.52, 3.57, -3.17)  0.0513
Br (-4.26, 3.73, -7.42)  0.6392
C (-4.97, 5.03, -8.70)  -0.6084
C (-6.01, 4.42, -9.60)  -0.6994
Br (-5.21, 3.30, -10.98)  0.5916
H (-4.12, 5.42, -9.25)  0.0549
H (-5.40, 5.82, -8.09)  0.0657
H (-6.55, 5.19, -10.15)  0.0514
H (-6.73, 3.80, -9.07)  0.0483
Br (-1.06, 2.36, -8.17)  0.5948
C (0.06, 1.74, -6.70)  -0.6805
C (-0.75, 1.15, -5.58)  -0.6011
Br (-1.61, 2.52, -4.47)  0.7084
H (0.66, 2.59, -6.39)  0.0553
H (0.70, 0.98, -7.15)  0.0528
H (-0.09, 0.62, -4.89)  0.0658
H (-1.54, 0.49, -5.92)  0.0539
Br (6.25, -3.14, 2.46)  0.7273
C (8.10, -3.44, 1.93)  -0.6885
C (8.41, -2.69, 0.67)  -0.6892
Br (7.65, -3.57, -0.89)  0.5841
H (8.24, -4.52, 1.83)  0.0392
H (8.70, -3.08, 2.76)  0.0529
H (9.48, -2.66, 0.49)  0.0487
H (8.02, -1.67, 0.68)  0.0518
Br (3.19, -6.40, 1.87)  0.6770
C (3.48, -7.28, 3.57)  -0.6939
C (4.67, -6.72, 4.30)  -0.6879
Br (6.34, -7.35, 3.52)  0.5787
H (3.57, -8.35, 3.37)  0.0441
H (2.57, -7.11, 4.15)  0.0580
H (4.69, -7.06, 5.33)  0.0543
H (4.71, -5.63, 4.27)  0.0427
Br (0.70, -7.51, -2.31)  0.6023
C (0.81, -7.16, -4.21)  -0.7087
C (0.74, -8.43, -5.02)  -0.7040
Br (2.42, -9.41, -4.96)  0.5888
H (1.73, -6.60, -4.38)  0.0128
H (-0.04, -6.52, -4.44)  0.0597
H (0.58, -8.21, -6.07)  0.0529
H (-0.03, -9.11, -4.67)  0.0452
Br (-4.96, 1.67, 4.13)  0.5917
C (-3.70, 0.96, 5.43)  -0.6929
C (-4.41, 0.32, 6.59)  -0.6860
Br (-5.13, 1.67, 7.81)  0.5672
H (-3.05, 1.78, 5.71)  0.0545
H (-3.12, 0.22, 4.88)  0.0555
H (-3.72, -0.26, 7.19)  0.0560
H (-5.25, -0.31, 6.29)  0.0421
Br (-9.21, 5.05, 4.99)  0.5826
C (-7.96, 4.36, 6.31)  -0.6933
C (-8.68, 3.73, 7.47)  -0.6984
Br (-9.42, 5.07, 8.67)  0.5703
H (-7.32, 5.19, 6.60)  0.0547
H (-7.36, 3.62, 5.78)  0.0357
H (-7.99, 3.15, 8.08)  0.0246
H (-9.50, 3.09, 7.16)  0.0494



[4]
Molecular formula: C7H11N2O
Method: DFT, wB97M-V/def2-TZVPD

Output
Net charge: +1
HOMO (alpha / beta) (eV): -11.5 / -12.8
Kohn-Sham gap (alpha / beta) (Eh): 0.2668 / 0.3107
Energy relative to the best compared isomer or geometry (same formula, charge and spin) (kcal per mole): 150.2

Each line ends with the Löwdin charge.
Cartesian coordinates (Å):
C (1.96, -1.31, 0.39)  -0.0210
C (0.60, -1.51, 0.49)  0.0363
C (1.00, 0.63, -0.08)  0.0061
C (-1.84, 1.99, -0.48)  0.1786
C (-1.37, 0.05, 0.28)  -0.1026
C (3.53, 0.55, -0.38)  0.0198
C (-3.60, -0.88, 0.16)  -0.0037
N (2.21, -0.05, -0.09)  -0.0805
N (0.03, -0.25, 0.17)  -0.0073
O (-2.17, -0.90, -0.12)  -0.0963
H (2.73, -2.17, 0.39)  0.1781
H (0.08, -2.29, 0.99)  0.1306
H (1.01, 1.70, -0.28)  0.1703
H (-2.94, 2.35, -0.49)  0.0335
H (-1.12, 2.51, 0.09)  -0.0663
H (3.58, 0.78, -1.50)  0.1291
H (3.84, 1.41, 0.21)  0.1061
H (4.29, -0.17, -0.20)  0.0798
H (-4.12, -0.62, -0.81)  0.1221
H (-3.87, 0.02, 0.78)  0.1088
H (-3.83, -1.85, 0.47)  0.0785



[5]
Molecular formula: C25H24InN5O2
Method: DFT, wB97M-V/def2-TZVPD

Output
Net charge: +2
HOMO (alpha / beta) (eV): -14.0 / -12.9
Kohn-Sham gap (alpha / beta) (Eh): 0.2658 / 0.2069
Energy relative to the best compared isomer or geometry (same formula, charge and spin) (kcal per mole): 0.0

Each line ends with the Löwdin charge.
Cartesian coordinates (Å):
In (0.26, 0.53, -0.16)  1.1129
C (-0.96, -1.53, 2.15)  -0.1365
C (-1.25, -0.27, 2.98)  -0.0803
C (-2.08, 0.71, 2.20)  -0.2718
C (-3.50, 0.69, 2.35)  0.0481
C (-4.30, 1.48, 1.51)  -0.0225
C (-3.72, 2.28, 0.58)  0.0559
C (-2.24, 2.36, 0.49)  -0.2704
N (-1.46, 1.49, 1.36)  0.0885
N (0.23, -1.43, 1.27)  -0.2140
C (0.24, -2.57, 0.33)  -0.1135
C (1.34, -2.43, -0.70)  -0.2747
C (1.96, -3.54, -1.26)  0.0174
C (2.95, -3.34, -2.20)  -0.0045
C (3.31, -2.04, -2.55)  -0.0170
C (2.65, -0.99, -1.94)  -0.1036
N (1.68, -1.19, -1.03)  0.0050
C (1.49, -1.43, 2.06)  -0.0894
C (2.00, -0.06, 2.45)  -0.2666
C (2.71, 0.13, 3.62)  0.0129
C (3.22, 1.39, 3.90)  -0.0031
C (3.00, 2.43, 3.00)  -0.0144
C (2.27, 2.16, 1.86)  -0.0943
N (1.79, 0.94, 1.59)  0.0058
H (-1.82, -1.76, 1.52)  0.1351
H (-0.83, -2.39, 2.82)  0.1388
H (-0.33, 0.21, 3.30)  0.1163
H (-1.79, -0.56, 3.88)  0.1338
H (-3.94, 0.07, 3.11)  0.1287
H (-5.38, 1.44, 1.61)  0.1301
H (-4.29, 2.90, -0.09)  0.1293
H (-1.90, 3.40, 0.62)  0.1772
H (-0.73, -2.61, -0.17)  0.1420
H (0.35, -3.52, 0.86)  0.1480
H (1.67, -4.54, -0.95)  0.1333
H (3.45, -4.18, -2.66)  0.1300
H (4.09, -1.85, -3.27)  0.1255
H (2.89, 0.04, -2.18)  0.1243
H (2.27, -1.90, 1.46)  0.1391
H (1.37, -2.05, 2.95)  0.1459
H (2.86, -0.69, 4.31)  0.1326
H (3.78, 1.56, 4.81)  0.1302
H (3.38, 3.42, 3.18)  0.1259
H (2.06, 2.93, 1.13)  0.1202
O (-2.93, 3.29, -2.12)  0.1816
C (-2.19, 2.36, -2.00)  -0.4044
O (-1.74, 1.90, -0.80)  -0.1111
C (-1.65, 1.51, -3.11)  -0.1821
C (-2.00, 1.85, -4.40)  0.0362
C (-1.54, 1.06, -5.44)  -0.0079
C (-0.75, -0.03, -5.13)  -0.0171
C (-0.44, -0.29, -3.80)  -0.1124
N (-0.88, 0.46, -2.79)  0.0712
H (-2.63, 2.71, -4.57)  0.1364
H (-1.79, 1.29, -6.46)  0.1283
H (-0.37, -0.69, -5.91)  0.1215
H (0.17, -1.14, -3.54)  0.1034



[6]
Molecular formula: C51H42AsBF4IMgN3O2P2Se
Method: DFT, wB97M-V/def2-TZVPD

Output
Net charge: 0
HOMO (eV): -6.5
Kohn-Sham gap (Eh): 0.2411
Energy relative to the best compared isomer or geometry (same formula, charge and spin) (kcal per mole): 0.0

Each line ends with the Löwdin charge.
Cartesian coordinates (Å):
Mg (0.99, 0.15, 0.83)  0.3972
O (-0.20, 1.12, 2.03)  -0.3560
P (-0.82, 2.46, 1.70)  0.8007
C (0.38, 3.55, 0.84)  -0.2358
P (0.76, 2.76, -0.77)  0.8065
O (0.47, 1.28, -0.64)  -0.3803
C (-0.26, 3.51, -2.04)  -0.3012
C (-0.15, 4.88, -2.31)  -0.0923
C (-0.89, 5.43, -3.34)  -0.0732
C (-1.73, 4.61, -4.10)  -0.0663
C (-1.84, 3.26, -3.82)  -0.0527
C (-1.10, 2.70, -2.78)  -0.0708
C (2.47, 3.09, -1.19)  -0.2542
C (2.84, 3.45, -2.49)  -0.0610
C (4.18, 3.60, -2.81)  -0.0670
C (5.15, 3.38, -1.84)  -0.0786
C (4.79, 3.01, -0.56)  -0.0570
C (3.46, 2.86, -0.22)  -0.0642
C (-2.24, 2.33, 0.61)  -0.2995
C (-2.84, 3.48, 0.10)  -0.0978
C (-3.93, 3.36, -0.75)  -0.0719
C (-4.41, 2.10, -1.08)  -0.0582
C (-3.82, 0.96, -0.56)  -0.0688
C (-2.73, 1.07, 0.29)  -0.0651
C (-1.30, 3.34, 3.18)  -0.2598
C (-2.63, 3.67, 3.45)  -0.0668
C (-2.94, 4.33, 4.63)  -0.0732
C (-1.94, 4.66, 5.54)  -0.0708
C (-0.62, 4.31, 5.27)  -0.0607
C (-0.29, 3.65, 4.10)  -0.0520
H (1.29, 3.59, 1.45)  0.0661
H (-0.01, 4.56, 0.71)  0.0815
H (0.52, 5.50, -1.73)  0.1153
H (-0.80, 6.48, -3.57)  0.1059
H (-2.30, 5.04, -4.92)  0.1070
H (-2.49, 2.62, -4.41)  0.1156
H (-1.18, 1.64, -2.57)  0.0142
H (2.08, 3.60, -3.24)  0.1080
H (4.46, 3.89, -3.81)  0.1101
H (6.20, 3.50, -2.10)  0.1088
H (5.55, 2.82, 0.19)  0.1177
H (3.19, 2.59, 0.79)  0.0907
H (-2.47, 4.46, 0.36)  0.1159
H (-4.39, 4.25, -1.17)  0.1104
H (-5.26, 2.00, -1.75)  0.1110
H (-4.18, -0.02, -0.84)  0.1013
H (-2.24, 0.19, 0.67)  0.0834
H (-3.41, 3.41, 2.75)  0.1028
H (-3.97, 4.59, 4.85)  0.1073
H (-2.19, 5.17, 6.46)  0.1073
H (0.16, 4.56, 5.98)  0.1111
H (0.73, 3.35, 3.91)  0.1021
C (-1.74, -3.45, 5.41)  -0.0873
C (-2.33, -2.43, 4.68)  -0.0832
C (-1.78, -2.06, 3.46)  -0.1124
C (-0.64, -2.69, 2.97)  -0.3473
C (-0.05, -3.70, 3.71)  -0.0826
C (-0.60, -4.08, 4.93)  -0.0765
As (0.00, -2.17, 1.21)  1.3928
C (1.47, -3.40, 0.93)  -0.3309
C (2.78, -3.22, 1.33)  -0.0948
C (3.74, -4.16, 0.97)  -0.0735
C (3.37, -5.26, 0.20)  -0.0702
C (2.05, -5.44, -0.20)  -0.0158
C (1.09, -4.50, 0.17)  -0.1865
C (-0.35, -4.55, -0.18)  -0.1916
C (-0.99, -5.59, -0.86)  -0.0219
C (-2.35, -5.52, -1.08)  -0.0679
C (-3.09, -4.42, -0.65)  -0.0727
C (-2.45, -3.38, 0.01)  -0.1050
C (-1.09, -3.45, 0.23)  -0.3046
H (-2.16, -3.74, 6.37)  0.1021
H (-3.21, -1.93, 5.05)  0.1028
H (-2.24, -1.26, 2.89)  0.0901
H (0.84, -4.20, 3.34)  0.0996
H (-0.13, -4.87, 5.51)  0.1041
H (3.07, -2.35, 1.91)  0.1082
H (4.77, -4.03, 1.27)  0.1061
H (4.12, -5.99, -0.08)  0.1045
H (1.78, -6.30, -0.80)  0.1092
H (-0.43, -6.44, -1.22)  0.1104
H (-2.85, -6.33, -1.60)  0.1082
H (-4.15, -4.37, -0.84)  0.1055
H (-3.01, -2.51, 0.32)  0.0951
Se (-1.34, -1.01, -2.71)  0.6118
C (-1.29, -2.67, -3.64)  -0.6876
C (-2.42, -3.17, -4.29)  -0.1452
C (-2.34, -4.37, -4.97)  -0.1752
N (-1.23, -5.12, -5.06)  0.0332
C (-0.15, -4.64, -4.44)  -0.1782
C (-0.13, -3.45, -3.72)  -0.1361
H (-3.34, -2.61, -4.27)  0.0841
H (-3.22, -4.77, -5.48)  0.0954
H (0.74, -5.25, -4.51)  0.0974
H (0.78, -3.15, -3.22)  0.0751
I (5.91, -0.52, -2.96)  0.8497
C (4.00, -0.68, -2.19)  -0.7583
C (2.82, -0.88, -2.88)  -0.1402
N (1.84, -0.90, -1.98)  -0.0086
N (2.30, -0.72, -0.73)  -0.0362
C (3.62, -0.58, -0.84)  -0.1939
H (2.64, -1.00, -3.94)  0.1268
H (0.80, -0.92, -2.19)  -0.0295
H (4.25, -0.44, 0.02)  0.1166
F (4.18, 0.66, 3.45)  0.1611
B (2.86, 0.91, 3.16)  -1.1430
F (2.60, 2.30, 3.05)  0.0975
F (1.96, 0.26, 3.97)  0.1549
F (2.63, 0.37, 1.74)  -0.0286



| no. | E (a.u.) |
| --- | --- |
| 1 | -989.85884 |
| 2 | -426.94231 |
| 3 | -52971.24442 |
| 4 | -457.59966 |
| 5 | -1580.94134 |
| 6 | -8525.91613 |